No. 1
Computed, not measured: one molecule with the formula C26H34N2O8, with the ωB97M-V functional and the def2-TZVPD basis.

```
70
Properties=species:S:1:pos:R:3:mulliken_charge:R:1
O -0.91 -1.92 -3.63 -0.33
O -2.49 -0.42 -4.21 -0.69
O -4.23 2.69 3.12 -0.57
O 2.33 -3.24 2.55 -0.67
O -2.91 -0.54 2.15 -0.42
O 1.49 3.01 -3.61 -0.64
O 0.34 1.14 -4.04 -0.14
O 4.24 -1.00 0.44 -0.53
N -0.96 1.02 3.51 0.89
N 1.64 -0.06 3.29 0.09
C -1.46 -1.66 -0.95 -0.05
C -2.08 1.86 3.90 -1.52
C 3.82 0.92 -0.81 -0.31
C 0.08 1.73 2.79 -1.56
C 3.10 1.63 -1.75 -0.68
C -3.17 1.82 2.82 0.84
C 2.42 -1.01 -1.19 -0.24
C 3.48 -0.40 -0.51 0.60
C -3.78 0.42 2.70 -1.09
C -3.01 0.10 -1.47 -1.32
C 1.07 0.73 2.21 0.23
C 1.29 1.84 -3.40 0.47
C -0.61 -2.10 -5.01 -0.73
C -2.10 -0.87 -1.90 0.22
C 2.79 -0.85 2.93 -1.49
C -3.29 0.26 -0.13 -0.33
C 2.56 -2.00 1.92 1.97
C -2.67 -0.55 0.82 0.95
C -1.87 -1.02 -3.35 0.44
C -1.75 -1.51 0.38 -0.61
C 1.71 -0.29 -2.14 -0.56
C -0.45 1.85 -4.99 -0.81
C 2.04 1.03 -2.42 -0.04
C -0.38 0.24 4.59 -1.28
C 3.81 -2.20 1.04 -1.36
C 0.59 -0.77 3.99 -0.16
H 3.62 -2.99 0.31 0.42
H -4.72 0.50 2.13 0.40
H 4.64 -2.51 1.68 0.40
H 1.87 1.26 1.69 0.39
H 0.53 0.11 1.47 -0.18
H 0.90 -0.77 -2.67 0.46
H 1.59 -3.15 3.16 0.42
H -3.50 0.71 -2.21 0.49
H -2.71 2.09 1.85 0.13
H -0.04 -1.25 -5.38 0.22
H 3.35 2.65 -1.98 0.47
H 1.71 -1.74 1.28 -0.59
H -0.38 2.30 1.98 0.45
H -3.88 3.57 3.30 0.38
H -0.02 -3.01 -5.07 0.25
H 3.53 -0.16 2.51 0.52
H -2.51 1.49 4.83 0.42
H 0.08 1.89 -5.95 0.26
H -1.38 1.29 -5.09 0.24
H 2.15 -2.03 -1.00 0.40
H -0.64 2.86 -4.64 0.40
H -4.01 1.01 0.16 0.42
H -1.28 -2.13 1.13 0.37
H 0.17 0.88 5.31 0.29
H -1.76 2.90 4.07 0.38
H 4.65 1.36 -0.28 0.48
H 0.01 -1.43 3.32 -0.10
H -1.53 -2.19 -5.59 0.36
H -1.17 -0.29 5.12 0.51
H -0.76 -2.41 -1.28 0.56
H -4.02 0.05 3.70 0.43
H 0.62 2.42 3.46 0.36
H 1.04 -1.36 4.79 0.52
H 3.21 -1.27 3.85 0.44
```

Values from the calculation:
SMILES: COC(=O)c1ccc(OC[C@@H](O)CN2CCN(C[C@H](O)COc3ccc(C(=O)OC)cc3)CC2)cc1
Spin multiplicity: 1
Largest force on an atom (eV/Å): 0.7
Gap between HOMO and LUMO (eV): 9.13
Total energy (eV): -46873.7422
Relative energy (zero: lowest compared OMol25 entry of this formula, charge and spin) (kJ/mol): 9.3

No. 2
Computed, not measured: one molecule with the formula C26H34N4O4S, with the ωB97M-V functional and the def2-TZVPD basis.

```
69
Properties=species:S:1:pos:R:3:mulliken_charge:R:1
S 0.20 -1.99 2.93 -0.25
O -2.96 -1.99 -1.79 -0.69
O 5.32 -1.06 0.29 -0.65
O 0.43 1.67 -1.43 -0.65
O 1.37 0.97 2.96 -0.69
N -0.30 -0.26 -0.51 1.83
N -3.26 0.01 -0.80 0.39
N 0.90 1.31 0.76 0.53
N 3.54 -0.63 -1.07 0.08
C 1.45 2.66 0.83 -1.59
C 0.36 0.95 -0.45 -0.33
C 2.85 2.76 0.23 -0.45
C 0.92 0.54 1.93 0.66
C -5.87 -1.19 1.70 -1.52
C 1.37 -4.19 -0.78 -0.64
C -0.68 -2.97 1.85 -0.63
C 3.88 2.02 1.07 -0.29
C 2.19 -3.81 0.26 -0.63
C 1.26 -3.38 -1.91 -0.43
C -3.85 2.43 -0.66 -0.57
C -2.51 -0.91 -1.44 0.45
C -1.04 -0.59 -1.72 -0.86
C -4.55 -0.60 1.22 0.44
C -4.55 -0.41 -0.30 -1.38
C 5.26 1.94 0.41 -1.00
C -2.79 1.34 -0.45 -0.25
C 2.92 -2.63 0.19 -0.43
C 2.82 -1.83 -0.94 0.27
C 0.32 -0.75 1.73 0.57
C 5.26 1.05 -0.85 -0.66
C -0.88 -2.41 0.63 -1.61
C -3.21 3.81 -0.51 -1.39
C -0.30 -1.12 0.55 0.04
C 4.74 -0.32 -0.48 0.29
C 1.98 -2.21 -1.98 -0.31
H 1.91 -1.58 -2.86 0.35
H -1.01 -3.94 2.17 0.52
H 3.12 3.82 0.16 0.44
H -2.78 3.93 0.48 0.32
H -4.65 2.34 0.07 0.36
H -4.27 2.33 -1.66 0.34
H -3.95 4.59 -0.66 0.42
H -5.86 -1.31 2.78 0.40
H 0.62 -3.68 -2.73 0.39
H -6.03 -2.16 1.24 0.35
H 3.98 2.53 2.03 0.44
H 2.80 2.37 -0.79 0.26
H -4.38 0.36 1.71 0.26
H 6.29 0.94 -1.19 0.38
H -5.32 0.31 -0.59 0.37
H -1.95 1.60 -1.08 0.27
H 3.54 1.01 1.28 0.08
H -2.41 3.94 -1.24 0.34
H 3.20 -0.01 -1.79 0.28
H 0.77 3.33 0.29 0.46
H -2.46 1.36 0.60 0.12
H 2.28 -4.43 1.14 0.40
H 3.57 -2.34 1.00 0.50
H 0.81 -5.11 -0.73 0.41
H 5.96 1.52 1.12 0.39
H -0.93 0.24 -2.42 0.62
H 5.60 2.94 0.14 0.43
H -1.41 -2.89 -0.17 0.62
H 4.68 1.51 -1.65 0.33
H -0.61 -1.49 -2.17 -0.01
H -3.73 -1.26 1.49 0.00
H -4.77 -1.37 -0.78 0.51
H 1.47 2.93 1.89 0.66
H -6.70 -0.54 1.44 0.35
```

Values from the calculation:
SMILES: CCCN(CCC)C(=O)Cn1c(=O)n(CCCCCC(=O)Nc2ccccc2)c(=O)c2sccc21
Spin multiplicity: 1
Largest force on an atom (eV/Å): 1.1
Gap between HOMO and LUMO (eV): 8.85
Total energy (eV): -52502.8352
Relative energy (zero: lowest compared OMol25 entry of this formula, charge and spin) (kJ/mol): 0.0

No. 3
Computed, not measured: one molecule with the formula C26H34N4O4S, with the ωB97M-V functional and the def2-TZVPD basis.

```
69
Properties=species:S:1:pos:R:3:mulliken_charge:R:1
S -2.31 4.42 0.42 -0.21
O 0.08 1.44 -0.55 -0.10
O -1.81 -0.10 1.10 -0.65
O -0.30 -3.82 -0.95 -0.74
O 4.59 2.38 1.13 -0.46
N -0.55 2.19 1.48 0.06
N 2.86 0.13 1.26 0.77
N -0.30 -1.58 -1.18 1.11
N -0.04 -1.39 1.66 0.51
C -4.79 -2.95 2.11 -0.44
C -1.49 3.52 -1.83 -0.24
C -3.10 -2.82 0.41 -0.16
C 3.18 0.75 -0.01 0.16
C -2.12 -2.69 1.38 -0.16
C -2.49 -2.70 2.72 -0.23
C -1.37 3.29 -0.49 -0.25
C -2.84 5.19 -1.02 -0.43
C 3.52 2.22 0.22 -0.67
C 4.28 1.77 2.36 -0.67
C 3.98 0.28 2.18 -0.73
C -4.43 -2.96 0.77 -0.88
C -1.30 -0.69 -3.24 -0.75
C 0.03 1.03 2.11 -0.50
C -0.58 0.20 -4.24 -0.95
C -0.40 -2.71 -0.47 -0.12
C -0.70 -0.22 1.58 0.27
C -2.33 4.60 -2.13 -0.61
C -0.21 -1.59 -2.62 -0.26
C -0.64 -2.58 1.05 0.64
C -0.57 2.22 0.13 0.32
C 2.40 -1.25 1.16 -0.59
C 0.80 0.38 -3.61 -0.01
C -3.82 -2.82 3.08 -0.82
C 1.13 -1.03 -3.13 -0.99
C 1.30 -1.55 2.19 -1.14
H -2.55 4.93 -3.13 0.43
H -0.40 -0.67 -0.75 -0.81
H -1.75 -0.08 -2.45 0.21
H 2.62 2.73 0.60 0.25
H -3.51 6.02 -0.95 0.46
H -1.73 -2.60 3.49 0.39
H 4.88 -0.23 1.80 0.34
H -1.10 1.14 -4.41 0.42
H 1.09 0.97 1.84 -0.22
H 4.03 0.25 -0.51 0.42
H 1.88 -1.04 -2.35 0.18
H 3.41 2.26 2.81 0.28
H 3.84 2.69 -0.71 0.44
H 3.24 -1.95 1.30 0.42
H 5.15 1.91 3.00 0.38
H 1.42 -0.90 3.06 0.68
H 2.30 0.69 -0.66 -0.50
H -5.18 -3.06 0.01 0.40
H 3.71 -0.16 3.15 0.38
H -0.08 1.11 3.19 0.36
H -0.48 -0.31 -5.20 0.34
H 1.40 -2.58 2.53 0.22
H 1.54 0.77 -4.31 0.56
H -5.83 -3.05 2.39 0.39
H -4.09 -2.82 4.13 0.39
H -2.10 -1.28 -3.70 0.41
H 1.49 -1.63 -3.96 0.35
H -0.33 -2.64 -2.91 0.77
H -0.98 2.92 -2.56 0.31
H -1.28 2.68 1.98 0.37
H 0.73 1.06 -2.76 -0.20
H 1.99 -1.41 0.16 0.15
H -2.83 -2.83 -0.63 0.42
H -0.15 -3.46 1.49 0.53
```

Values from the calculation:
SMILES: O=C(NCC(=O)N(CCN1CCOCC1)[C@H](C(=O)NC1CCCC1)c1ccccc1)c1cccs1
Spin multiplicity: 1
Largest force on an atom (eV/Å): 0.7
Gap between HOMO and LUMO (eV): 8.86
Total energy (eV): -52500.7010
Relative energy (zero: lowest compared OMol25 entry of this formula, charge and spin) (kJ/mol): 205.9

No. 4
Computed, not measured: C26H35AsN6O6PtS as an isolated structure, with the ωB97M-V functional and the def2-TZVPD basis.

```
76
Properties=species:S:1:pos:R:3:mulliken_charge:R:1
Pt -0.90 0.95 -0.55 1.34
As -2.82 0.73 -2.00 0.69
S -0.42 2.95 -2.68 1.27
O -4.32 1.41 -1.97 -0.90
O -3.74 1.10 1.53 -0.47
O 0.05 4.19 -3.23 -0.74
O 0.59 2.07 -2.04 -0.59
O -1.57 3.07 -1.76 -0.76
O -3.13 -1.02 -2.05 -0.61
N -1.05 0.26 1.51 1.26
N 1.46 -1.94 -1.38 0.38
N 3.24 -1.29 -0.05 0.30
N 1.16 -0.15 0.04 0.23
N -1.09 -1.39 3.18 0.42
N -2.91 -1.10 1.80 0.48
C 2.97 3.12 2.00 -0.97
C -1.84 -1.70 4.38 -1.14
C -1.66 -0.70 2.14 -0.38
C 4.30 -1.29 -1.04 -1.28
C 2.89 1.57 0.17 -0.81
C -1.95 0.92 -3.75 -0.30
C -1.64 0.11 -5.99 -0.64
C 2.08 -3.24 -1.62 -1.23
C 1.16 3.15 3.66 -0.90
C 3.67 -1.04 1.31 -0.69
C -2.27 0.02 -4.76 -0.50
C 1.10 1.54 1.80 -0.73
C -0.36 2.00 -5.24 -0.82
C -0.69 1.09 -6.23 -0.52
C -3.84 -0.21 1.09 -0.55
C -3.19 -2.52 1.55 -1.14
C 1.93 -1.06 -0.46 -0.69
C 1.75 2.60 2.49 1.54
C 1.76 0.98 0.66 0.76
C 0.29 -1.69 -2.21 -0.61
C -0.06 2.73 4.09 -1.08
C 3.50 2.65 0.84 -1.03
C 0.35 -1.46 3.32 -0.91
C -1.00 1.91 -4.01 0.68
C -0.76 1.75 3.36 -0.31
C -0.21 1.16 2.25 0.09
H -0.48 -2.43 -2.01 0.35
H -4.18 1.18 2.38 0.33
H 2.82 -0.90 1.96 0.10
H 3.45 3.93 2.54 0.42
H -2.90 -1.53 4.22 0.37
H 3.30 1.23 -0.77 0.75
H 0.74 -0.71 4.01 0.31
H 4.95 -2.16 -0.93 0.31
H -1.88 -0.61 -6.77 0.38
H 0.62 -2.45 3.67 0.56
H 0.37 2.78 -5.41 0.47
H 2.59 -3.26 -2.59 0.35
H 1.30 -4.00 -1.63 0.37
H 4.30 -0.14 1.38 0.29
H -4.10 -1.02 -2.13 0.33
H -1.69 -2.74 4.67 0.30
H -0.12 -0.71 -2.01 -0.43
H -1.77 1.48 3.64 0.46
H 3.88 -1.30 -2.05 0.39
H -3.01 -0.75 -4.58 0.42
H 0.57 -1.75 -3.27 0.47
H -3.31 -2.69 0.47 0.25
H 0.81 -1.30 2.34 -0.02
H -0.51 3.17 4.96 0.40
H 4.25 -1.90 1.67 0.40
H 4.91 -0.39 -0.93 0.41
H -0.20 1.15 -7.19 0.41
H 2.79 -3.48 -0.84 0.37
H -1.50 -1.06 5.21 0.32
H -3.64 -0.25 0.03 0.03
H 4.40 3.09 0.43 0.43
H -4.83 -0.63 1.27 0.42
H -4.10 -2.84 2.05 0.32
H 1.69 3.94 4.18 0.42
H -2.36 -3.13 1.90 0.41
```

Values from the calculation:
Spin multiplicity: 1
Largest force on an atom (eV/Å): 1.7
Gap between HOMO and LUMO (spin up / spin down) (eV): 6.44 / 6.67
Total energy (eV): -123673.9399
Relative energy (zero: lowest compared OMol25 entry of this formula, charge and spin) (kJ/mol): 224.3